No. 1
The following is a quantum chemistry calculation of an isolated molecule of C2H7NO7P2 at a distorted geometry, from the OMol25 dataset.

* maximum force: 1.12 eV Å⁻¹
* ΔE to the lowest compared entry with this formula, charge and spin: 0.0 kJ/mol
* gap between HOMO and LUMO: 10.0 eV

```
19
Properties=species:S:1:pos:R:3:forces:R:3
O 2.8189 -1.8963 0.0279 -0.6 0.4 0.5
C 1.6430 -1.6654 0.1360 1.0 -0.2 -0.5
O 0.8120 -2.2625 1.0178 0.0 0.4 0.0
N 0.9765 -0.7279 -0.7060 -0.8 0.0 0.4
C 1.3769 0.6458 -0.3850 0.7 -0.1 -0.2
O 0.5294 1.4937 -1.1246 0.1 0.2 0.0
O 0.8047 2.8638 -0.7815 0.0 -0.2 0.1
P -0.7027 -1.1170 -0.9818 0.1 -0.5 -0.1
P -1.8707 -0.2015 0.6392 0.0 -0.1 0.6
O -1.6858 -0.8959 1.9194 0.1 0.1 -0.3
O -1.6468 1.3633 0.7880 -0.1 0.1 -0.2
O -3.3560 -0.2725 0.0254 0.1 -0.2 -0.2
H 1.2146 -2.2776 1.9000 0.1 -0.4 -0.3
H 1.3191 0.8535 0.6965 -0.3 0.1 -0.1
H 2.4128 0.7976 -0.7218 -0.1 -0.1 0.1
H 1.6455 2.8536 -0.2930 -0.1 -0.1 -0.2
H -0.9642 -0.2116 -2.0207 0.0 0.3 0.1
H -1.6967 1.8515 -0.0461 0.1 0.0 0.1
H -3.6304 -1.1944 -0.0896 -0.1 0.1 0.1
```
Positions in Å, forces in eV/Å.


No. 2
The following is a quantum chemistry calculation of a cluster of 13 separate species, C21H68N8O13 in total at a distorted geometry, from the OMol25 dataset.

* maximum force: 13.21 eV Å⁻¹
* ΔE to the lowest compared entry with this formula, charge and spin: 468.2 kJ/mol
* gap between HOMO and LUMO: 8.6 eV

```
110
Properties=species:S:1:pos:R:3:forces:R:3
C -0.3213 -1.0116 -2.9855 -0.9 0.6 1.0
O -0.9061 0.2635 -2.5875 0.4 -1.2 -0.5
H 0.7581 -0.9535 -2.8352 0.1 0.0 -0.8
H -0.7198 -1.2248 -3.9666 0.6 0.0 -0.5
H -0.6579 -1.8296 -2.3318 -0.2 0.3 -0.1
H -0.4175 0.4685 -1.7743 -0.5 0.3 0.0
C 3.5082 2.8459 -1.4171 3.6 0.8 -1.9
O 3.6413 4.1187 -2.0374 1.4 -0.4 -0.9
H 3.9626 2.1479 -2.1736 -0.9 0.1 1.1
H 2.5145 2.8071 -1.2368 -3.1 -1.5 0.8
H 4.0915 2.8857 -0.5091 0.1 -0.6 0.5
H 3.2410 4.6845 -1.4094 -1.0 1.6 0.5
C 1.2986 2.0102 -4.0037 0.6 -0.8 -0.2
O 2.2497 3.0392 -4.2435 -0.6 -0.7 -0.7
H 1.4179 1.7342 -2.9865 0.5 -1.2 1.1
H 1.3171 1.0597 -4.6727 0.5 1.9 0.9
H 0.2839 2.3283 -3.9290 -1.1 0.8 -0.9
H 2.4145 3.4841 -3.3914 0.1 0.3 -0.4
C 1.8453 2.9342 1.7270 -0.3 -1.7 2.1
O 2.0489 4.1569 1.1462 1.1 3.4 1.8
H 2.1506 2.8885 2.7968 -0.2 0.2 -0.5
H 2.5105 2.3347 1.1992 0.7 -2.2 -0.7
H 0.8095 2.5683 1.7095 0.3 0.4 -0.4
H 2.5242 4.6507 1.8796 -1.0 -0.1 -1.9
C 5.2474 0.3294 0.2379 -0.9 0.8 1.7
O 4.5366 -0.6011 -0.4969 -0.8 -0.4 -0.4
H 5.3502 1.3078 -0.2079 0.3 0.1 -0.6
H 6.1686 -0.0943 0.5056 1.6 -0.4 0.0
H 4.7640 0.5372 1.2191 -0.1 -0.1 -0.3
H 3.6182 -0.2751 -0.4945 -0.2 -0.3 -0.3
C -3.4656 3.0392 -1.3108 0.9 1.3 6.6
O -2.8309 3.1214 -0.0927 -3.2 -0.6 -5.7
N -2.9343 2.4401 -2.3334 -0.3 -0.8 -2.3
N -4.6283 3.6357 -1.5955 0.7 0.1 0.8
H -2.2566 1.7522 -2.1448 1.0 -1.5 -0.4
H -3.4315 2.5127 -3.2265 0.7 -0.7 0.5
H -5.1126 3.9526 -0.8078 -1.0 0.8 0.9
H -5.0765 3.5466 -2.4787 -0.3 -0.1 -0.2
C 0.7450 0.2717 0.1815 4.2 0.2 -3.0
O 1.9172 0.3687 -0.4901 -5.0 -0.5 2.8
N -0.2858 1.0849 -0.1535 -0.1 1.2 0.6
N 0.4425 -0.6949 1.0466 1.0 -0.6 1.2
H 0.0106 1.9939 -0.5401 -0.1 -0.3 0.2
H -1.1257 1.1907 0.4456 0.8 -0.5 -0.6
H 1.2485 -1.3169 1.3383 -0.9 1.3 -0.6
H -0.2228 -0.4372 1.7861 -0.1 -0.5 -0.4
C -1.4761 -3.7120 0.7509 -1.9 2.3 7.6
O -1.8580 -3.2649 2.0331 2.0 -1.9 -6.0
N -0.7906 -2.9805 -0.0777 0.6 1.1 -0.4
N -1.7929 -4.9245 0.3851 -1.4 -4.5 0.7
H -0.4334 -2.1236 0.2863 0.0 0.7 0.2
H -0.3493 -3.3175 -0.9035 -0.1 -0.5 -0.6
H -2.1426 -5.6129 1.1406 0.8 2.0 -1.8
H -1.3646 -5.3488 -0.4393 -0.3 0.3 0.5
C -0.0043 4.4390 -1.6625 7.3 5.4 -0.2
O 1.0931 5.2600 -2.0685 -5.4 -4.7 2.2
N -0.1163 3.8040 -0.5105 2.1 0.2 2.3
N -1.0950 4.3937 -2.3386 -3.5 -1.6 -4.2
H 0.6321 4.0454 0.2190 -1.9 -0.1 -1.3
H -1.1183 3.6663 -0.3516 0.3 -0.2 1.3
H -0.7833 4.4926 -3.2958 -0.6 0.6 -0.5
H -1.8259 3.5534 -2.2747 2.8 2.6 -0.1
C -0.2566 1.3881 3.8276 1.7 2.3 2.2
C -1.6258 0.8823 3.7223 -0.7 5.9 0.8
C -2.4898 1.7797 2.8570 -1.3 0.4 0.4
O -1.6453 -0.2780 3.2015 -0.3 -7.5 -2.6
H 0.1983 1.2110 4.8257 0.0 -0.6 -0.6
H -0.2769 2.4794 3.8636 0.1 0.2 -0.4
H 0.4074 1.0641 3.0538 0.3 -0.2 -0.4
H -2.0406 0.9047 4.6678 -1.1 0.0 2.5
H -3.5225 1.4090 2.7362 0.5 -0.2 0.1
H -2.0594 1.7976 1.8909 0.3 0.2 -1.2
H -2.6287 2.8197 3.1733 0.5 -0.2 0.2
H -1.3232 -0.9625 3.8146 -0.3 0.1 -0.5
C 1.1406 -1.7655 3.8028 0.9 0.7 -0.8
C 2.2680 -2.3943 2.9651 -3.0 -4.8 7.8
C 1.9128 -3.7010 2.4220 -0.9 -2.1 0.1
O 2.6677 -1.7483 2.0155 3.4 8.7 -9.4
H 0.2096 -1.9958 3.3191 -0.7 -0.3 0.1
H 1.2259 -0.6489 3.8882 0.3 -1.2 0.1
H 1.2834 -2.2710 4.7432 -0.7 0.2 0.6
H 3.0869 -2.4608 3.6177 1.2 -0.9 2.0
H 2.6528 -4.1429 1.7651 1.1 -0.3 0.6
H 1.1572 -3.6371 1.6744 -1.4 0.6 -0.2
H 1.5680 -4.3285 3.2052 -0.2 -1.3 0.4
H 3.3551 -2.2007 1.5529 0.9 -0.1 -0.9
C 2.4215 -3.1943 -1.4640 0.5 -2.0 -4.1
C 1.6142 -4.3840 -1.8782 5.4 -4.3 2.1
C 1.3280 -5.4971 -0.7888 2.9 0.9 0.8
O 0.4442 -4.2027 -2.3472 -7.1 2.5 -5.1
H 2.3422 -2.8376 -0.5644 -1.2 2.1 5.2
H 2.2359 -2.4284 -2.1961 0.3 0.5 -0.3
H 3.4256 -3.5492 -1.5277 1.0 0.2 -0.2
H 2.2319 -4.7999 -2.6901 0.2 -0.5 0.2
H 0.9449 -4.9021 0.0347 -0.2 -0.4 0.4
H 2.2916 -5.9751 -0.4395 -1.0 0.5 -0.2
H 0.6483 -6.3069 -1.0271 -0.1 0.2 -0.6
H 0.4936 -3.9908 -3.3208 -0.5 -0.1 1.6
C -3.2373 -1.0165 0.1589 0.3 -2.8 -1.7
C -4.4691 -0.2622 -0.1839 2.4 -5.0 -7.8
C -5.5909 -1.0701 -0.7156 -2.1 -1.3 -1.8
O -4.9598 0.3154 0.7727 -3.6 7.4 9.4
H -2.4570 -0.6591 -0.4856 0.9 0.1 0.1
H -3.3044 -2.1351 -0.0392 -0.1 1.3 0.2
H -3.0612 -0.9201 1.1859 0.8 0.2 1.5
H -4.1740 0.3802 -0.9831 0.0 1.3 -0.6
H -5.4435 -1.4997 -1.6734 0.7 -0.9 -1.0
H -6.5391 -0.4963 -0.9573 1.0 -0.1 1.0
H -5.8178 -1.9004 -0.0317 -0.1 0.2 0.0
H -5.4507 -0.2948 1.3088 -0.4 -0.2 0.7
```
Positions in Å, forces in eV/Å.


No. 3
The following is a quantum chemistry calculation of a structure of composition C5H7N, from the OMol25 dataset.

* maximum force: 0.70 eV Å⁻¹
* ΔE to the lowest compared entry with this formula, charge and spin: 437.8 kJ/mol
* gap between HOMO and LUMO: 9.6 eV

```
13
Properties=species:S:1:pos:R:3:forces:R:3
C -0.8996 0.7319 -0.0463 0.1 -0.1 0.0
C -0.8337 -0.5028 0.8663 0.2 -0.2 -0.1
C 0.4033 -1.2046 0.8794 -0.5 0.4 -0.2
C 1.2789 -0.3950 -0.0313 0.1 0.3 -0.3
N 0.8572 -0.4605 -1.4538 -0.4 -0.1 0.4
C 0.4779 0.7219 -0.6905 0.2 -0.2 0.2
H -1.0915 1.6532 0.5229 0.1 -0.2 -0.2
H -1.7175 0.6267 -0.7769 0.2 0.0 0.2
H -1.7437 -0.9285 1.3039 0.3 0.1 0.0
H -0.0936 -0.4367 1.8850 -0.1 0.1 -0.1
H 2.3582 -0.3511 0.1140 -0.3 0.0 0.0
H 0.0644 -1.1084 -1.5559 0.3 0.3 0.1
H 0.9397 1.6541 -1.0167 -0.1 -0.3 0.1
```
Positions in Å, forces in eV/Å.


No. 4
The following is a quantum chemistry calculation of a structure of composition C12H38FN10O6Sr at a distorted geometry, from the OMol25 dataset.

* maximum force: 6.48 eV Å⁻¹
* ΔE to the lowest compared entry with this formula, charge and spin: 1224.2 kJ/mol
* gap between HOMO and LUMO: 5.1 eV
* total charge: +1

```
68
Properties=species:S:1:pos:R:3:forces:R:3
Sr -1.4691 0.8449 0.1907 -1.1 0.9 0.3
F -4.1416 3.6426 0.8149 1.1 -1.1 -0.3
C -2.9407 -4.0001 3.9759 0.2 0.0 0.1
C -2.5377 -3.2858 2.6824 -0.1 -1.2 0.3
C -2.3123 -4.2047 1.4709 -0.8 0.2 1.0
O -1.9079 -3.3999 0.4354 1.6 0.8 -1.4
C -1.8451 -4.0755 -0.8258 -0.4 0.4 0.6
N -3.5374 -2.3206 2.3113 -1.3 1.2 -0.4
H -3.1508 -3.2665 4.7543 0.5 0.2 0.1
H -2.1515 -4.6675 4.3219 -0.1 -0.1 0.1
H -3.8988 -4.5187 3.9398 0.1 -0.4 -0.6
H -1.5752 -2.7960 2.8304 0.0 0.3 0.2
H -3.2788 -4.5933 1.1499 -0.2 -0.9 0.4
H -1.5605 -4.9695 1.6657 -0.2 -0.3 0.2
H -2.8823 -4.2382 -1.1188 0.0 0.3 -0.7
H -1.4056 -5.0729 -0.8380 0.4 0.0 0.6
H -1.2361 -3.4167 -1.4450 -0.5 -0.2 -0.4
H -4.1241 -2.0598 3.0909 0.8 0.8 1.0
H -4.3217 -2.7856 1.8768 0.2 -0.6 -1.3
C 4.8942 0.4371 0.5478 1.4 -0.2 0.3
C 4.4128 -0.3056 -0.7220 2.0 1.5 1.7
C 5.4832 -1.2510 -1.2587 -0.2 -0.1 -0.6
O 4.9563 -1.9606 -2.4263 1.2 -0.1 0.8
C 5.8860 -2.9834 -2.8983 -0.7 0.3 1.2
N 3.3053 -1.0148 -0.2195 -2.4 -1.5 -0.7
H 4.1963 1.0726 1.0929 -0.4 0.4 -1.0
H 5.8299 0.9637 0.3599 -0.1 0.3 0.1
H 5.1059 -0.2502 1.3668 0.4 -0.7 -0.2
H 4.2353 0.5137 -1.4187 -0.8 -0.5 -0.5
H 5.7496 -1.9279 -0.4469 -0.3 -0.6 0.1
H 6.4326 -0.7491 -1.4455 0.0 0.3 -0.6
H 5.3384 -3.8555 -3.2554 -0.3 0.5 -0.6
H 6.3909 -3.4113 -2.0321 0.5 0.3 0.1
H 6.6000 -2.5785 -3.6155 -0.1 -0.1 0.0
H 3.5673 -1.5129 0.6192 0.2 0.3 0.5
H 3.1510 -1.7982 -0.8380 -0.6 -0.1 -0.6
C 1.1505 5.9529 0.8974 2.2 0.4 -1.2
O 0.8607 5.0091 0.2232 -0.4 -2.4 -1.7
N 2.3088 6.6050 0.8991 3.4 0.1 -0.7
N 0.3436 6.5815 1.6526 -5.3 1.6 3.4
H 2.9387 6.4374 0.1276 0.2 0.1 0.5
H 2.4471 7.3628 1.5524 0.3 -0.1 -0.7
H 0.6156 7.2691 2.3406 -0.4 -0.2 -0.4
H -0.6210 6.3376 1.4794 -0.1 0.2 0.8
C 0.6447 1.5234 -5.6118 -1.2 0.2 0.7
O 0.1499 1.4049 -4.5066 -0.1 0.1 1.0
N 0.1017 2.2990 -6.5679 -0.8 1.0 -1.0
N 1.7315 0.8939 -6.0296 2.6 -1.7 -1.3
H -0.6276 2.9418 -6.2937 0.1 -0.3 -0.1
H 0.5994 2.4927 -7.4251 -0.1 0.1 0.3
H 2.3081 0.2755 -5.4771 -0.7 0.2 0.4
H 1.8280 0.7052 -7.0172 0.0 0.3 0.1
C 0.2153 1.4991 5.9440 -0.1 0.5 -3.0
O 0.1809 1.4920 4.7268 -0.3 -0.3 -1.8
N 0.7433 0.5991 6.6676 2.7 -4.9 2.7
N -0.2520 2.4549 6.6605 -2.0 3.9 1.2
H 1.1663 -0.1938 6.2066 0.1 0.2 0.5
H 0.9521 0.8444 7.6248 0.2 -0.8 -0.3
H -0.5794 3.2000 6.0625 -0.2 0.5 1.0
H -0.1606 2.4336 7.6661 -0.5 0.7 -0.4
C -6.3404 0.2758 -3.1161 0.4 -0.9 -0.6
O -5.1982 -0.0005 -2.7926 1.1 -0.8 -0.2
N -7.0556 -0.3407 -4.0698 0.9 -2.2 -1.9
N -6.9831 1.2539 -2.5845 -1.5 3.0 2.1
H -8.0318 -0.2841 -4.3227 0.4 0.3 0.3
H -6.4248 -0.8756 -4.6494 -0.7 -0.3 -0.2
H -6.4029 1.8118 -1.9744 -0.7 0.4 0.1
H -7.8664 1.5344 -2.9861 0.4 0.5 0.5
```
Positions in Å, forces in eV/Å.


| no. | LUMO level (eV) |
| --- | --- |
| 1 | 0.349 |
| 2 | 0.121 |
| 3 | 0.913 |
| 4 | -4.812 |